ORCA calculation (the ωB97M-V functional and the def2-TZVPD basis) on a 2-piece molecular cluster, C3H7NO2 overall.

Positions of all 13 atoms, in Å:
O1 -1.323069 -1.476399 -1.365146
H1 -1.756538 0.776590 -0.047136
O2 0.137952 0.503968 0.573987
N1 -2.426810 0.068401 0.072079
H2 3.086306 1.299794 0.544617
H3 2.961943 -0.138949 -0.565679
H4 1.003209 1.198281 -1.082696
H5 2.427141 -0.169314 1.213884
H6 -3.124274 0.073784 0.815789
H7 -2.505130 -2.047444 0.147211
C1 2.486671 0.375417 0.274626
C2 1.128096 0.730123 -0.145805
C3 -2.095497 -1.194252 -0.435732

Cartesian forces (eV/Å) of the 2 atoms listed first:
-1.414 1.326 1.680
0.653 0.998 0.024

Results
SMILES   CC=O.NC=O
Charge   0
Multiplicity   1
ΔE to the lowest compared entry with this formula, charge and spin   36.7 kcal/mol
Calculated total energy   -8808.9356 eV

These are the Löwdin partial charges, in e, on atoms 1 to 2:
1 O -0.033
2 H 0.044

***

ORCA calculation (the ωB97M-V functional and the def2-TZVPD basis) on C3H7NO2 as an isolated structure.

Positions of all 13 atoms, in Å:
H1 -1.076916 0.653591 -0.771400
C1 0.247756 -0.748113 0.005246
H2 2.092856 1.902958 -0.862168
H3 2.550962 0.582311 0.196249
H4 -0.095707 -1.542880 -0.659688
H5 0.978443 -1.162355 0.723189
O1 0.080041 0.930274 -1.698879
H6 -2.870440 -0.421845 0.371731
H7 -0.776332 0.387177 1.507239
O2 -2.098081 -0.925097 0.645887
C2 0.772936 0.409916 -0.808932
C3 -1.017764 -0.020922 0.477941
N1 1.910346 1.001979 -0.449176

Cartesian forces (eV/Å) of the 2 atoms listed first:
-1.066 -1.145 4.099
0.093 0.179 -0.547

Results
Charge   0
Multiplicity   1
ΔE to the lowest compared entry with this formula, charge and spin   65.4 kcal/mol
Calculated total energy   -8807.6948 eV

These are the Löwdin partial charges, in e, on atoms 1 to 2:
1 H 0.202
2 C -0.111

***

ORCA calculation (the ωB97M-V functional and the def2-TZVPD basis) on an isolated molecule of C3H7NO2.

Positions of all 13 atoms, in Å:
H1 0.355981 1.647363 1.291000
N1 1.123785 1.521933 0.568076
C1 0.033835 -0.254185 -0.675485
H2 1.534546 -0.612398 0.995369
H3 -0.115825 0.503799 -1.504081
O1 -1.132493 -0.068223 0.245426
C2 -2.159048 -0.915248 -0.077964
H4 0.027031 -1.278884 -1.064850
H5 1.956354 1.907204 1.022477
H6 2.185648 0.015665 -0.522013
C3 1.294100 0.106457 0.116715
H7 -2.964814 -0.813795 0.623221
O2 -2.139100 -1.759687 -1.017889

Cartesian forces (eV/Å) of the 2 atoms listed first:
1.199 -0.647 -1.393
-0.466 0.040 1.095

Results
SMILES   NCCOC=O
Charge   0
Multiplicity   1
ΔE to the lowest compared entry with this formula, charge and spin   36.8 kcal/mol
Calculated total energy   -8808.9327 eV

These are the Löwdin partial charges, in e, on atoms 1 to 2:
1 H 0.088
2 N -0.034

***

ORCA calculation (the ωB97M-V functional and the def2-TZVPD basis) on C3H7NO2 as an isolated structure.

Positions of all 13 atoms, in Å:
H1 -0.961043 -2.032060 1.529104
H2 -1.813266 0.374082 -1.018034
O1 1.128681 0.141972 0.359074
C1 -0.420787 -1.664297 0.656603
H3 -1.254194 0.923296 -1.254311
H4 2.256516 1.472963 -2.301794
C2 0.105524 -0.272311 0.875360
H5 0.392776 -2.344847 0.409933
H6 0.232281 1.001931 2.293654
O2 -0.308135 0.232480 2.056215
H7 -1.101911 -1.612285 -0.194806
N1 1.360261 1.822498 -2.014666
C3 0.383298 1.956577 -1.396332

Cartesian forces (eV/Å) of the 2 atoms listed first:
0.023 0.157 -0.120
1.071 1.175 -0.633

Results
Charge   0
Multiplicity   1
ΔE to the lowest compared entry with this formula, charge and spin   78.6 kcal/mol
Calculated total energy   -8807.1226 eV

These are the Löwdin partial charges, in e, on atoms 1 to 2:
1 H 0.086
2 H 0.058

***

ORCA calculation (the ωB97M-V functional and the def2-TZVPD basis) on an isolated molecule of C3H7NO2.

Positions of all 13 atoms, in Å:
C1 -2.447006 0.363187 -0.009897
H1 -2.246090 0.956963 0.928488
C2 2.419441 -0.510074 0.095372
H2 1.947486 -1.106953 1.003353
H3 2.426816 -1.123548 -0.830316
H4 -3.409063 -0.104014 0.200197
H5 3.477780 -0.052438 0.244977
H6 -0.079013 1.310018 0.137543
H7 -2.359891 0.908958 -0.978410
O1 1.684645 0.667907 -0.190833
N1 -0.199545 -0.794650 -0.349601
C3 0.362408 0.344455 -0.205782
O2 -1.577971 -0.859805 -0.045092

Cartesian forces (eV/Å) of the 2 atoms listed first:
1.547 -1.024 0.854
0.191 -0.161 -1.240

Results
SMILES   CO/C=N/OC
Charge   0
Multiplicity   1
ΔE to the lowest compared entry with this formula, charge and spin   107.3 kcal/mol
Calculated total energy   -8805.8767 eV

These are the Löwdin partial charges, in e, on atoms 1 to 2:
1 C -0.067
2 H 0.087

***

ORCA calculation (the ωB97M-V functional and the def2-TZVPD basis) on an isolated molecule of C3H7NO2.

Positions of all 13 atoms, in Å:
O1 1.095267 -1.322328 -1.531326
H1 1.241722 1.990809 1.346099
H2 -1.416586 -1.575896 -1.377212
C1 0.550249 1.350941 0.775181
H3 -0.062114 0.745264 1.424940
N1 1.177976 0.452747 -0.237965
H4 -0.106429 1.928239 0.168719
H5 2.169851 0.432414 -0.401335
C2 0.451739 -0.617511 -0.806868
H6 -1.273263 -0.840477 1.379366
O2 -1.129701 -1.460595 0.682269
H7 -1.703517 -0.144971 -0.801202
C3 -0.995193 -0.938634 -0.620667

Cartesian forces (eV/Å) of the 2 atoms listed first:
0.674 -1.496 -1.244
-0.158 -0.519 -0.431

Results
SMILES   CNC(=O)CO
Charge   0
Multiplicity   1
ΔE to the lowest compared entry with this formula, charge and spin   44.8 kcal/mol
Calculated total energy   -8808.5859 eV

These are the Löwdin partial charges, in e, on atoms 1 to 2:
1 O 0.069
2 H 0.092

***

ORCA calculation (the ωB97M-V functional and the def2-TZVPD basis) on a 3-piece molecular cluster, C3H7NO2 overall.

Positions of all 13 atoms, in Å:
O1 -0.648392 0.659106 1.144051
H1 -0.897104 -2.491297 -0.266703
H2 1.945469 -0.593960 1.035973
O2 1.870774 -0.448995 -0.957148
H3 0.257768 1.458516 -0.556569
C1 -1.516612 -0.141892 0.493341
H4 1.026616 1.725808 1.039382
C2 0.513871 1.000651 0.405147
H5 0.421978 -2.659411 0.421067
H6 -2.399699 -0.269741 1.137018
N1 -1.349914 -0.716532 -0.624406
H7 -0.437858 -0.616119 -1.085986
C3 1.501869 -0.144344 0.130083

Cartesian forces (eV/Å) of the 2 atoms listed first:
0.179 -0.169 -0.169
3.491 -0.217 1.864

Results
Charge   0
Multiplicity   1
ΔE to the lowest compared entry with this formula, charge and spin   145.0 kcal/mol
Calculated total energy   -8804.2398 eV

These are the Löwdin partial charges, in e, on atoms 1 to 2:
1 O -0.060
2 H 0.127

***

ORCA calculation (the ωB97M-V functional and the def2-TZVPD basis) on a 2-piece molecular cluster, C3H7NO2 overall.

Positions of all 13 atoms, in Å:
H1 1.370628 -0.115085 3.347154
H2 1.491710 -1.949719 1.599299
C1 -0.042828 0.475497 -2.277453
C2 0.681880 -0.194247 2.520869
O1 0.943207 0.058074 -2.948040
H3 -0.031077 -1.268953 0.812017
C3 0.610337 -1.264125 1.682163
O2 -0.156548 0.916670 2.373244
H4 0.137353 0.495514 -1.190136
N1 -1.246878 0.428589 -2.826735
H5 -0.579692 1.145426 3.224551
H6 -1.982359 1.043786 -2.499124
H7 -1.195735 0.228578 -3.817805

Cartesian forces (eV/Å) of the 2 atoms listed first:
0.251 -0.115 0.056
-1.107 0.452 0.611

Results
SMILES   C=CO.NC=O
Charge   0
Multiplicity   1
ΔE to the lowest compared entry with this formula, charge and spin   54.6 kcal/mol
Calculated total energy   -8808.1614 eV

These are the Löwdin partial charges, in e, on atoms 1 to 2:
1 H 0.096
2 H 0.067

***

ORCA calculation (the ωB97M-V functional and the def2-TZVPD basis) on an isolated molecule of C3H7NO2.

Positions of all 13 atoms, in Å:
C1 1.783732 -0.371789 -0.926150
H1 -1.337286 -0.615381 1.799814
H2 -0.578299 2.771898 0.648478
O1 -1.020134 1.851287 0.468865
O2 0.732859 -1.058854 -0.257830
H3 2.250170 -1.142593 -1.699081
C2 -0.246571 -0.210808 0.102256
H4 2.386928 0.159054 -0.247735
N1 0.025253 1.058015 0.021430
C3 -1.435131 -0.817652 0.715397
H5 -1.565146 -1.842151 0.645933
H6 1.322835 0.451893 -1.572291
H7 -2.319210 -0.232919 0.300914

Cartesian forces (eV/Å) of the 2 atoms listed first:
-0.703 -0.980 -4.133
-0.406 0.172 -0.402

Results
SMILES   CO/C(C)=N/O
Charge   0
Multiplicity   1
ΔE to the lowest compared entry with this formula, charge and spin   82.6 kcal/mol
Calculated total energy   -8806.9468 eV

These are the Löwdin partial charges, in e, on atoms 1 to 2:
1 C -0.102
2 H 0.105

***

ORCA calculation (the ωB97M-V functional and the def2-TZVPD basis) on an isolated molecule of C3H7NO2.

Positions of all 13 atoms, in Å:
N1 -0.257526 -0.013335 -0.350903
H1 1.073649 -0.106468 1.559034
H2 -1.894160 -0.594686 0.441278
H3 -0.682384 1.493490 -1.839408
H4 1.510956 1.567532 0.898940
H5 -0.189641 -1.625874 0.949434
O1 -2.385635 0.726731 -0.937222
H6 -0.983501 -1.773510 -0.613971
C1 -0.823703 -1.001118 0.243659
O2 1.197580 -0.123783 -0.404573
C2 1.782764 0.384207 0.675422
H7 2.846407 0.249594 0.498472
C3 -1.194808 0.817220 -1.120164

Cartesian forces (eV/Å) of the 2 atoms listed first:
2.846 7.197 -2.930
3.092 0.881 -0.964

Results
SMILES   CON(C)C=O
Charge   0
Multiplicity   1
ΔE to the lowest compared entry with this formula, charge and spin   132.9 kcal/mol
Calculated total energy   -8804.7653 eV

These are the Löwdin partial charges, in e, on atoms 1 to 2:
1 N -0.187
2 H 0.125

***

calculated total energy of number 9 (C3H7NO2)? -8806.9468 eV

***

ΔE to the lowest compared entry with this formula, charge and spin of number 5 (C3H7NO2)? 107.3 kcal/mol